1.
C17H50N15O7S2 | ωB97M-V/def2-TZVPD

The calculation puts the HOMO-LUMO gap at 8.281 eV. Its spin multiplicity is 1. Its net charge is +1. The energy above the lowest of the compared OMol25 structures with the same formula, charge and spin is 0.000 eV. Its largest force on an atom is 0.310 eV/A.

CARTESIAN COORDINATES (ANGSTROEM)
C -2.680 6.440 3.405
C -4.030 5.781 3.671
S -4.019 4.314 4.730
C -2.978 3.221 3.753
C -2.943 1.745 4.271
S -4.087 1.386 5.660
C -1.524 1.358 4.707
C -0.508 1.383 3.556
N -1.162 1.415 2.207
C -0.139 1.250 1.092
C 0.177 -0.176 0.717
C -2.332 0.488 2.096
C -3.400 0.769 3.168
H -1.880 5.710 3.280
H -2.726 7.037 2.494
H -2.393 7.100 4.221
H -4.519 5.504 2.736
H -4.698 6.469 4.189
H -3.340 3.251 2.717
H -1.959 3.622 3.756
H -3.326 1.822 6.671
H -1.569 0.368 5.161
H -1.179 2.047 5.479
H 0.109 2.279 3.595
H 0.154 0.519 3.570
H -1.545 2.354 2.100
H 0.758 1.751 1.455
H -0.511 1.820 0.241
H -0.696 -0.749 0.415
H 0.833 -0.170 -0.153
H 0.718 -0.714 1.495
H -2.729 0.636 1.093
H -1.952 -0.527 2.163
H -3.647 -0.177 3.648
H -4.315 1.131 2.699
C 2.562 -1.640 -2.127
O 1.710 -1.812 -1.254
N 2.234 -1.246 -3.381
N 3.891 -1.832 -1.891
H 2.909 -1.138 -4.115
H 1.268 -1.136 -3.651
H 4.179 -2.224 -1.007
H 4.579 -1.700 -2.608
C -6.358 2.815 8.424
O -5.571 1.886 8.552
N -6.359 3.582 7.295
N -7.268 3.141 9.385
H -6.965 4.361 7.125
H -5.672 3.312 6.615
H -7.277 2.583 10.218
H -7.920 3.897 9.292
C 0.226 -2.238 -6.241
O 0.443 -1.217 -5.583
N -0.172 -2.192 -7.537
N 0.378 -3.483 -5.717
H -0.347 -3.025 -8.066
H -0.297 -1.300 -7.992
H 0.673 -3.551 -4.762
H 0.205 -4.326 -6.247
C 0.851 -6.870 -7.752
O 0.241 -6.144 -6.977
N 2.063 -7.404 -7.436
N 0.356 -7.196 -8.978
H 2.579 -8.004 -8.051
H 2.446 -7.178 -6.537
H -0.541 -6.824 -9.227
H 0.836 -7.791 -9.626
C 4.799 -2.870 1.731
O 5.161 -3.309 0.655
N 4.378 -3.686 2.743
N 4.803 -1.530 2.029
H 4.094 -3.354 3.645
H 4.369 -4.672 2.559
H 5.101 -0.884 1.318
H 4.511 -1.169 2.918
C -1.821 0.693 -9.736
O -1.104 -0.279 -9.553
N -1.756 1.435 -10.879
N -2.738 1.102 -8.812
H -2.337 2.232 -11.053
H -1.088 1.152 -11.571
H -2.798 0.573 -7.962
H -3.336 1.895 -8.941
C 8.494 0.105 2.805
O 7.887 0.914 2.122
N 7.910 -1.064 3.209
N 9.780 0.307 3.216
H 8.357 -1.756 3.779
H 6.970 -1.201 2.885
H 10.227 1.155 2.923
H 10.294 -0.354 3.766

These are the Löwdin partial charges, in e, on atoms 1 to 5: -0.145 -0.530 0.870 -0.489 -0.785

***

2.
C17H50N5O7P2SSi4TeW | ωB97M-V/def2-TZVPD

The calculation puts the HOMO-LUMO gap (alpha / beta) at 6.085 / 6.086 eV. Its spin multiplicity is 1. Its net charge is +1. The energy above the lowest of the compared OMol25 structures with the same formula, charge and spin is 0.968 eV. Its largest force on an atom is 2.519 eV/A.

CARTESIAN COORDINATES (ANGSTROEM)
W 0.622 0.062 0.095
N 2.010 -1.563 -0.706
C 3.424 -1.410 -0.330
C 3.786 0.021 -0.608
N 2.818 0.920 0.072
C 3.425 1.685 1.220
C 3.307 1.149 2.630
N 1.962 1.278 3.159
H 1.631 -2.441 -0.356
H 1.900 -1.575 -1.720
H 4.058 -2.102 -0.885
H 3.525 -1.643 0.732
H 3.723 0.212 -1.680
H 4.808 0.233 -0.294
H 2.591 1.661 -0.591
H 3.004 2.689 1.183
H 4.490 1.775 0.995
H 4.057 1.710 3.205
H 3.611 0.098 2.671
H 1.669 2.247 3.207
H 1.910 0.899 4.097
O -0.480 2.883 2.706
P -0.704 2.194 1.288
O -0.839 0.636 1.541
O 0.717 2.065 0.608
O -1.803 2.807 0.537
P -1.484 -0.352 -1.034
O -2.749 -0.158 -0.113
O -1.868 -0.460 -2.441
O -0.557 -1.466 -0.381
H -1.090 3.624 2.815
H -2.512 0.370 0.675
C 2.122 1.534 -6.279
Si 0.988 2.763 -5.425
C 2.021 3.894 -4.333
C 0.127 3.849 -6.694
Si -0.727 1.601 -4.237
Te 0.991 0.963 -2.388
Si -2.375 3.146 -3.559
C -1.531 4.694 -2.925
C -3.331 3.503 -5.137
C -3.533 2.464 -2.266
Si -1.498 -0.181 -5.572
C -1.583 0.584 -7.291
C -3.214 -0.814 -5.184
C -0.235 -1.563 -5.527
H 2.963 2.058 -6.741
H 1.600 0.985 -7.062
H 2.530 0.808 -5.572
H 2.781 4.386 -4.946
H 2.539 3.357 -3.538
H 1.405 4.667 -3.872
H 0.861 4.286 -7.377
H -0.397 4.673 -6.206
H -0.590 3.293 -7.295
H -0.965 5.200 -3.708
H -0.851 4.451 -2.105
H -2.275 5.395 -2.539
H -2.685 3.822 -5.955
H -4.051 4.304 -4.952
H -3.893 2.626 -5.464
H -2.998 2.205 -1.348
H -4.068 1.586 -2.628
H -4.263 3.233 -1.999
H -2.171 1.503 -7.295
H -2.080 -0.119 -7.966
H -0.599 0.799 -7.707
H -3.968 -0.055 -5.404
H -3.320 -1.125 -4.151
H -3.414 -1.669 -5.836
H 0.762 -1.209 -5.795
H -0.511 -2.362 -6.219
H -0.194 -1.988 -4.521
S 1.296 -1.605 2.002
C -0.005 -1.689 3.137
N -1.255 -1.842 2.752
C -2.354 -2.256 3.630
C -1.783 -2.864 4.899
C -0.738 -1.910 5.453
N 0.291 -1.674 4.438
H -1.416 -1.830 1.755
H -2.952 -2.974 3.073
H -2.983 -1.393 3.858
H -1.333 -3.835 4.686
H -2.578 -3.013 5.628
H -0.252 -2.283 6.351
H -1.208 -0.955 5.699
H 1.260 -1.831 4.661

These are the Löwdin partial charges, in e, on atoms 1 to 5: 1.274 -0.182 -0.230 -0.217 -0.212

***

3.
C17H50NO10 | ωB97M-V/def2-TZVPD

The calculation puts the HOMO-LUMO gap at 3.878 eV. Its spin multiplicity is 1. Its net charge is -1. Its largest force on an atom is 0.566 eV/A.

CARTESIAN COORDINATES (ANGSTROEM)
C 0.084 0.942 -3.346
O 0.138 0.681 -1.904
N 1.265 1.370 -1.516
O 1.000 2.288 -0.769
H 0.493 0.101 -3.916
H 0.623 1.867 -3.568
C -1.524 -1.511 -0.130
C -1.993 -2.945 -0.035
O -1.125 -3.880 -0.679
H -1.403 -1.181 -1.160
H -2.240 -0.859 0.370
H -0.557 -1.385 0.363
H -2.960 -3.061 -0.527
H -2.115 -3.225 1.020
H -0.253 -3.776 -0.287
C 3.974 -1.977 -5.613
C 2.773 -1.697 -4.727
O 1.564 -1.595 -5.467
H 4.076 -1.192 -6.364
H 4.887 -2.014 -5.018
H 3.863 -2.932 -6.137
H 2.887 -0.745 -4.218
H 2.681 -2.473 -3.958
H 1.414 -2.421 -5.936
C 5.804 1.447 -1.396
C 4.546 0.858 -2.012
O 4.778 -0.464 -2.499
H 6.622 1.471 -2.119
H 5.619 2.462 -1.038
H 6.128 0.835 -0.549
H 4.221 1.462 -2.857
H 3.729 0.843 -1.291
H 5.040 -1.000 -1.744
C -1.276 1.065 3.873
C -2.569 0.479 3.341
O -2.438 -0.895 3.010
H -0.475 0.974 3.140
H -1.395 2.121 4.122
H -0.975 0.527 4.776
H -2.865 0.983 2.422
H -3.378 0.608 4.072
H -2.200 -1.378 3.810
C -2.694 0.676 7.316
C -3.104 -0.784 7.338
O -2.163 -1.614 6.659
H -2.575 0.993 6.282
H -3.445 1.309 7.792
H -1.743 0.827 7.833
H -4.043 -0.927 6.806
H -3.247 -1.133 8.367
H -1.311 -1.528 7.099
C -1.448 4.560 -6.035
C -0.133 4.264 -5.339
O 0.579 3.206 -5.954
H -2.063 3.660 -6.055
H -1.998 5.349 -5.518
H -1.281 4.884 -7.067
H -0.312 3.921 -4.320
H 0.485 5.171 -5.291
H 0.790 3.441 -6.862
C 3.966 1.603 2.141
C 3.652 0.122 2.094
O 4.686 -0.623 1.449
H 4.103 1.989 1.131
H 3.166 2.167 2.619
H 4.890 1.780 2.702
H 2.750 -0.060 1.513
H 3.492 -0.268 3.106
H 5.501 -0.490 1.941
C -6.059 -2.817 0.761
C -5.776 -2.064 2.047
O -6.089 -2.832 3.211
H -7.106 -3.120 0.711
H -5.831 -2.195 -0.106
H -5.441 -3.716 0.699
H -6.402 -1.174 2.113
H -4.731 -1.741 2.081
H -5.530 -3.614 3.199

These are the Löwdin partial charges, in e, on atoms 1 to 5: -0.122 -0.321 -0.200 -0.114 -0.033

***

4.
C17H51O12 | ωB97M-V/def2-TZVPD

The calculation puts the HOMO-LUMO gap at 9.570 eV. Its spin multiplicity is 1. Its net charge is +1. Its largest force on an atom is 11.889 eV/A.

CARTESIAN COORDINATES (ANGSTROEM)
O -62.163 -21.283 3.755
H -61.959 -21.351 4.715
H -63.079 -21.183 3.679
H -61.601 -20.493 3.483
C -59.878 -17.108 0.572
C -59.390 -17.880 1.883
O -58.026 -17.809 2.071
O -61.193 -17.329 0.369
H -59.506 -17.379 -0.403
H -59.768 -16.051 0.629
H -59.889 -18.905 2.085
H -59.824 -17.259 2.646
H -57.742 -17.075 2.756
H -61.590 -16.646 -0.412
C -61.810 -24.699 4.721
C -60.595 -25.685 4.421
O -60.750 -26.584 3.428
O -61.392 -23.716 5.615
H -62.619 -25.381 5.034
H -62.178 -24.209 3.715
H -60.368 -26.148 5.547
H -59.651 -24.960 4.377
H -61.688 -27.112 3.701
H -60.859 -24.003 6.268
C -58.185 -21.708 5.277
C -58.782 -20.450 4.525
O -60.079 -20.159 4.982
O -56.899 -21.834 4.792
H -58.770 -22.586 5.366
H -57.904 -21.452 6.375
H -58.626 -20.498 3.614
H -58.270 -19.516 4.700
H -60.042 -19.507 5.699
H -56.947 -22.063 3.860
C -65.975 -20.635 2.949
C -67.241 -20.020 3.586
O -67.631 -18.881 2.774
O -65.615 -21.691 3.683
H -65.256 -19.811 2.740
H -66.440 -20.841 1.902
H -67.065 -19.739 4.525
H -68.079 -20.724 3.661
H -68.054 -19.132 2.077
H -66.355 -22.482 3.677
C -63.207 -22.204 5.807
C -62.057 -21.730 6.717
C -61.635 -22.840 7.685
O -60.880 -21.632 5.969
H -63.494 -21.629 4.911
H -63.986 -22.297 6.469
H -63.131 -23.184 5.176
H -62.346 -20.736 7.068
H -62.405 -23.176 8.396
H -60.947 -22.541 8.438
H -61.342 -23.805 7.204
H -60.183 -21.108 6.435
C -62.802 -18.779 1.256
C -61.565 -18.891 2.115
C -61.925 -19.173 3.695
O -60.757 -19.952 1.817
H -63.368 -19.601 1.238
H -62.494 -18.370 0.347
H -63.553 -17.962 1.688
H -60.956 -18.112 1.964
H -61.087 -19.303 4.379
H -62.425 -20.048 3.653
H -62.517 -18.492 4.146
H -60.135 -19.656 1.162
C -63.657 -22.836 0.293
C -63.718 -23.374 1.673
C -62.918 -24.680 1.958
O -63.249 -22.431 2.618
H -64.260 -23.436 -0.219
H -62.598 -22.497 -0.073
H -64.339 -21.945 0.000
H -64.733 -23.550 1.770
H -61.812 -24.396 1.579
H -63.302 -25.549 1.475
H -62.734 -24.886 3.036
H -63.859 -21.800 3.244

These are the Löwdin partial charges, in e, on atoms 1 to 5: 0.055 0.100 0.034 0.063 -0.211